Entry 1:
70
Properties=species:S:1:pos:R:3:forces:R:3 method="wB97M-V/def2-TZVPD" e_homo_ha="0.072 / 0.072" charge=-2 gap_ev="2.62 / 2.62"
Ti 0.153306 0.676864 0.093290 -0.766 0.825 -0.789
N 0.766241 0.474600 2.424731 -0.062 0.097 -0.233
C 2.190137 0.781006 2.577886 0.022 -0.006 -0.033
C 3.038799 -0.041031 1.618335 -0.020 0.005 0.015
N 2.740687 0.315756 0.237514 -0.095 -0.099 0.182
H 0.194960 1.228661 2.789623 -0.010 -0.038 -0.012
H 0.516688 -0.387785 2.897264 -0.065 0.001 -0.071
H 2.548252 0.611647 3.602690 -0.021 -0.012 0.002
H 2.313429 1.836815 2.330957 0.003 0.007 0.021
H 2.817082 -1.104652 1.759920 0.008 0.013 0.000
H 4.094822 0.114701 1.890543 -0.001 0.014 -0.010
H 3.396229 -0.104616 -0.407768 -0.127 0.016 -0.093
H 2.621895 1.322892 0.103380 0.066 0.002 -0.023
C -0.455866 0.655221 -4.258514 -0.007 -0.061 0.241
C -1.746528 0.035628 -4.383912 -0.207 -0.055 0.070
C -2.459401 -0.193040 -3.228203 0.252 0.016 -0.408
C -1.932978 0.112223 -1.965942 -0.648 -0.023 0.695
N -0.588010 0.519472 -1.852242 0.776 0.131 1.175
C 0.050313 0.856150 -3.010916 0.024 0.103 -0.346
C -2.695103 0.216124 -0.748002 0.662 -0.051 -0.892
C -4.068214 -0.106895 -0.654751 -0.369 0.004 0.382
C -4.784925 0.191978 0.487028 0.086 -0.113 -0.337
C -4.154872 0.820631 1.571517 0.044 0.106 0.222
C -2.789135 1.079974 1.497334 -0.017 -0.024 -0.038
C -1.999550 0.761521 0.385219 0.752 0.053 0.377
H 0.131204 0.936000 -5.124629 0.007 0.003 -0.019
H -2.166891 -0.203295 -5.354214 0.018 0.011 -0.004
H -3.471065 -0.576776 -3.295931 -0.018 -0.037 0.016
H 1.045440 1.279524 -2.887067 -0.021 0.013 0.038
H -4.586156 -0.578241 -1.483869 0.028 -0.027 -0.031
H -5.841742 -0.056804 0.536986 -0.004 0.003 0.012
H -4.719841 1.071639 2.465463 0.003 -0.004 -0.003
H -2.314776 1.515377 2.380039 0.008 0.027 -0.014
C -0.517232 4.014675 -1.080507 0.010 -0.041 0.022
C 0.692701 3.754344 -0.161286 -0.140 0.297 -0.048
C 1.960681 4.271272 -0.874010 0.009 -0.094 0.036
C 0.501452 4.582420 1.127372 0.027 -0.114 0.008
N 0.808214 2.374630 0.150847 -0.177 -1.124 -0.027
H -0.633567 5.080932 -1.318386 0.008 0.010 0.002
H -1.422218 3.647793 -0.592134 0.005 -0.009 -0.011
H -0.402128 3.452114 -2.009379 -0.006 0.004 0.013
H 2.109775 3.704579 -1.796476 -0.003 0.014 -0.002
H 2.833471 4.113063 -0.232012 -0.005 0.011 -0.003
H 1.893409 5.337815 -1.121520 -0.007 0.009 -0.005
H 0.401428 5.655770 0.923806 -0.004 0.007 -0.013
H 1.357697 4.427884 1.792004 -0.005 0.011 0.002
H -0.397291 4.231801 1.640073 -0.004 0.020 -0.001
C -0.371933 -3.442988 4.077792 0.033 -0.002 -0.036
C 0.748975 -3.812947 3.337808 -0.027 -0.002 0.047
C 0.969411 -3.300443 2.071434 0.022 0.033 -0.005
C 0.075806 -2.381078 1.471584 -0.013 0.007 0.040
C -1.061982 -2.036317 2.229962 -0.076 -0.026 -0.001
C -1.269884 -2.549372 3.500699 -0.002 -0.009 0.007
N 0.323304 -1.761488 0.267620 0.088 0.055 -0.086
C 0.809499 -2.539793 -0.752159 -0.015 -0.008 0.046
C 0.568397 -3.932383 -0.855708 -0.009 -0.036 0.031
C 1.024463 -4.679373 -1.926799 0.021 0.015 -0.031
C 1.738065 -4.090985 -2.966704 -0.024 -0.009 0.030
C 1.968977 -2.720373 -2.896711 0.010 -0.015 -0.020
C 1.531294 -1.968028 -1.822787 0.003 0.040 -0.017
H -0.541756 -3.842787 5.070702 0.005 -0.003 0.000
H 1.471125 -4.505869 3.760026 -0.002 0.001 0.003
H 1.855765 -3.595035 1.520856 -0.009 0.004 -0.004
H -1.769772 -1.342587 1.792446 -0.003 0.013 -0.008
H -2.160182 -2.250395 4.044575 -0.001 0.008 -0.011
H -0.015040 -4.419141 -0.083701 0.001 -0.001 -0.020
H 0.798402 -5.741362 -1.959741 -0.003 -0.002 0.001
H 2.077295 -4.674814 -3.814219 0.004 -0.001 -0.002
H 2.493201 -2.219479 -3.704258 0.001 0.008 0.007
H 1.705767 -0.903337 -1.804900 -0.012 0.029 -0.037

Entry 2:
74
Properties=species:S:1:pos:R:3:forces:R:3 method="wB97M-V/def2-TZVPD" e_homo_ha="-0.467 / -0.467" multiplicity=4 charge=+2 s2=4.20 gap_ev="4.86 / 2.92"
Re 1.794737 -0.393832 2.513107 1.433 -1.000 1.051
C -0.759958 0.300437 -5.556901 0.329 0.027 -0.133
C -0.975932 1.250863 -4.650975 0.146 0.236 -0.378
C -2.318048 1.743168 -4.188779 -0.274 0.004 0.181
C -3.468911 0.706350 -4.162208 -0.270 0.464 0.229
C -3.111854 -0.590960 -3.483980 0.155 -0.499 -0.098
C -2.562050 -1.666941 -4.062294 -0.619 0.272 0.110
C -2.234573 -1.803332 -5.527255 0.346 -0.086 -0.116
C -1.799313 -0.520636 -6.277218 0.022 -0.312 -0.449
C 1.815616 -2.214692 3.565783 0.203 -0.958 -0.185
H 0.273606 0.085254 -5.872939 -0.408 0.135 0.330
H -0.118940 1.820779 -4.266968 -0.247 -0.291 -0.148
H -2.643725 2.598856 -4.810209 0.186 -0.234 0.265
H -2.207758 2.130145 -3.163339 0.019 0.040 -0.172
H -4.266178 1.165532 -3.555639 0.083 -0.095 -0.343
H -3.885649 0.581888 -5.170885 0.143 -0.158 0.462
H -3.376674 -0.639666 -2.420399 0.193 -0.085 -0.267
H -2.417677 -2.576475 -3.468307 0.018 0.368 -0.084
H -3.090640 -2.240266 -6.073665 0.286 0.060 0.275
H -1.408413 -2.524417 -5.621010 -0.269 0.061 0.043
H -1.326985 -0.873042 -7.209206 -0.299 0.197 0.199
H -2.681788 0.057951 -6.583132 0.457 -0.047 0.150
H 2.889538 -2.468437 3.489025 -0.354 -0.308 0.298
H 1.207259 -3.071310 3.245406 0.342 0.184 0.386
H 1.567488 -1.968241 4.609622 0.200 -0.073 -0.079
P -0.344968 -0.788926 2.082265 -2.404 -1.780 -1.397
P 1.486200 1.272658 1.069042 0.520 -0.693 -3.832
N -0.811059 -2.392762 1.447530 0.578 1.456 0.708
N -1.503441 -0.676163 3.482550 0.049 0.451 -0.107
N 2.059454 0.877548 -0.628993 -0.631 0.459 1.597
N 2.268652 2.833733 1.098645 -0.140 0.956 0.829
C -1.102030 0.345008 0.853713 -0.432 0.154 0.189
C -0.287191 1.642538 0.793821 0.032 0.611 -0.256
C 0.125440 -3.370056 1.118046 -0.521 -1.104 -0.208
C -0.548611 -4.514334 0.705111 0.394 1.416 0.337
C -1.946132 -4.214175 0.729074 0.397 1.475 0.613
C -2.077390 -2.898021 1.184653 -0.121 -1.229 -0.335
C -1.386736 -1.404296 4.665564 0.041 0.648 -1.508
C -2.328946 -0.929810 5.577994 -1.768 1.953 -0.310
C -3.028728 0.146856 4.947531 0.741 -1.789 1.916
C -2.475984 0.300417 3.677935 1.241 -1.233 -0.586
C 3.018627 -0.090457 -0.890247 -0.123 -0.398 -0.948
C 3.049163 -0.330410 -2.265018 -0.299 0.307 1.098
C 2.080727 0.527032 -2.864413 -0.301 0.491 1.154
C 1.508389 1.273371 -1.833552 0.147 -0.470 -0.903
C 2.272217 3.831759 0.124540 -0.024 -1.255 0.861
C 2.855369 4.971746 0.671149 0.925 0.485 2.351
C 3.213792 4.665087 2.023850 -0.196 1.798 -2.079
C 2.826018 3.355077 2.269523 -0.701 -1.133 -1.488
H -2.140376 0.543916 1.129608 0.041 0.072 -0.341
H -1.149603 -0.181654 -0.118326 0.303 0.147 0.437
H -0.400359 2.135734 -0.173438 -0.244 -0.018 0.082
H -0.587984 2.365678 1.572942 0.089 -0.283 -0.204
H 1.180941 -3.185669 1.243003 -0.123 -0.110 -0.143
H -0.070949 -5.445774 0.444076 -0.097 0.071 -0.105
H -2.747700 -4.883264 0.463681 -0.055 0.089 0.018
H -2.959537 -2.296355 1.348255 0.028 -0.095 -0.023
H -0.641894 -2.179288 4.769297 -0.050 -0.064 -0.046
H -2.493419 -1.315905 6.569905 -0.019 -0.010 0.032
H -3.836269 0.732944 5.357175 0.049 -0.015 0.044
H -2.703152 1.028276 2.913745 -0.044 -0.048 0.122
H 3.592762 -0.522731 -0.080587 -0.004 0.022 -0.132
H 3.678842 -1.050673 -2.772013 -0.073 0.165 0.138
H 1.785960 0.574412 -3.904918 0.204 0.067 0.179
H 0.781726 2.077408 -1.877161 -0.031 -0.366 -0.139
H 1.890738 3.648747 -0.872694 0.065 0.008 0.152
H 2.987355 5.913458 0.156302 0.091 -0.104 0.079
H 3.681984 5.331780 2.735698 -0.018 -0.085 -0.118
H 2.911697 2.725038 3.146797 -0.003 0.150 -0.063
N 3.190301 0.309579 3.633145 0.306 0.540 -0.208
C 4.068079 0.428966 4.423047 1.840 1.355 3.174
N 4.904097 0.782511 5.319743 -1.653 -0.836 -2.526
C 5.389864 -0.085277 6.208005 1.273 -1.574 2.156
N 5.870888 -0.774254 7.026764 -1.099 1.444 -1.789

Entry 3:
74
Properties=species:S:1:pos:R:3:forces:R:3 method="wB97M-V/def2-TZVPD" e_homo_ha="-0.463 / -0.463" multiplicity=4 charge=+2 s2=3.84 gap_ev="5.38 / 2.86"
Tc 0.544379 1.778463 -4.414013 0.177 -1.484 3.909
C -1.211496 1.892687 -5.356486 -0.570 0.125 -1.116
C -0.563887 0.610254 -5.628528 -1.782 -0.220 -0.555
C 0.197063 0.455760 -6.947169 -0.053 -0.946 -0.241
C 1.451016 1.347911 -7.142687 0.500 -0.470 -0.125
C 1.910841 2.073221 -5.877329 2.036 1.284 -0.682
C 1.250423 3.291609 -5.440798 -0.161 0.095 -2.177
C 0.142626 3.874857 -6.257391 -0.846 1.409 -0.548
C -1.160774 3.025486 -6.368762 -0.206 0.551 -0.525
C 0.301564 2.499845 -2.463866 0.490 -0.815 0.805
H -2.105597 1.848110 -4.707967 0.586 0.029 -0.038
H -1.100210 -0.287045 -5.266410 0.432 0.497 -0.065
H -0.497174 0.603798 -7.795125 0.103 0.075 0.498
H 0.526886 -0.590593 -7.051831 -0.171 0.307 0.234
H 2.273588 0.680737 -7.460752 -0.352 0.357 0.288
H 1.319575 2.031784 -8.007661 -0.071 0.009 0.801
H 2.999197 2.007481 -5.712338 -0.580 -0.101 0.328
H 1.850141 4.015822 -4.896525 0.077 -0.189 0.359
H 0.484052 4.107777 -7.275911 0.036 0.107 0.235
H -0.097940 4.838703 -5.781554 -0.081 -0.249 -0.314
H -2.032764 3.694391 -6.255137 0.399 -0.355 0.045
H -1.235883 2.634123 -7.396173 -0.046 -0.020 0.348
H -0.706396 2.810593 -2.133654 0.359 -0.034 -0.750
H 0.978363 3.362195 -2.388937 -0.034 -0.068 -0.116
H 0.638881 1.718741 -1.758606 -0.066 0.481 -0.252
P 1.703737 -0.707018 -2.762416 2.799 0.509 0.144
P -1.917981 -1.657682 -2.812420 1.870 1.075 0.344
N 3.329384 -0.480618 -3.569784 -0.951 -0.271 -0.419
N 2.381747 -1.458544 -1.340250 -0.174 -0.269 0.131
N -3.391096 0.426814 -2.622396 -0.519 0.228 -0.061
N -3.032902 -2.527244 -1.757499 -1.341 -0.809 0.803
C 0.890777 -2.055279 -3.718507 0.024 -0.184 -0.349
C -0.384784 -2.754271 -3.118976 -0.254 -0.646 0.453
C 4.101593 0.656104 -3.314933 0.543 -0.249 -0.288
C 5.411230 0.430356 -3.721236 -1.456 -0.430 0.089
C 5.442552 -0.884910 -4.296917 -1.207 0.075 0.613
C 4.167983 -1.429980 -4.162376 0.572 0.755 0.076
C 3.293338 -0.833352 -0.455354 -0.141 -0.735 0.283
C 3.967451 -1.811838 0.259808 -0.847 0.443 -1.028
C 3.493067 -3.083817 -0.216393 -0.501 0.598 -0.559
C 2.549888 -2.838106 -1.191913 0.438 -0.027 0.532
C -3.367389 1.726135 -2.170496 -0.529 -1.668 -0.519
C -4.597275 2.371306 -2.462436 -2.043 -0.952 -1.457
C -5.389283 1.420016 -3.168146 0.589 2.266 1.159
C -4.602948 0.236470 -3.232843 1.493 0.529 0.847
C -3.883886 -3.360097 -2.506084 0.681 0.719 1.149
C -4.917256 -3.810539 -1.705088 -0.483 0.521 1.964
C -4.750219 -3.203783 -0.417681 -1.213 -1.433 -2.159
C -3.628496 -2.372533 -0.479755 2.013 0.076 -2.323
H 1.678798 -2.789204 -3.993432 -0.772 0.070 0.231
H 0.606253 -1.549097 -4.670356 0.258 -0.297 0.556
H -0.717930 -3.500752 -3.864762 0.155 0.228 0.269
H -0.175346 -3.297623 -2.182219 0.176 0.181 -0.368
H 3.651379 1.535131 -2.872026 0.086 -0.113 0.133
H 6.240009 1.103081 -3.571423 -0.053 0.036 -0.186
H 6.309198 -1.358663 -4.724064 -0.050 -0.140 -0.021
H 3.775177 -2.396343 -4.440821 0.203 0.036 0.003
H 3.351413 0.247191 -0.406503 0.033 -0.222 -0.002
H 4.726953 -1.654704 1.016552 -0.227 0.067 -0.162
H 3.827042 -4.054251 0.116113 -0.076 0.037 -0.028
H 1.972112 -3.505238 -1.813860 0.205 -0.111 0.187
H -2.512056 2.151451 -1.657588 -0.166 -0.254 -0.012
H -4.852665 3.389986 -2.198203 -0.059 -0.176 -0.115
H -6.392688 1.539279 -3.574262 0.363 0.080 0.205
H -4.885723 -0.713969 -3.686600 0.200 0.235 0.118
H -3.674629 -3.510939 -3.550612 -0.047 -0.244 -0.162
H -5.713539 -4.463464 -2.030131 0.052 -0.014 0.171
H -5.409402 -3.349352 0.423826 0.121 0.090 0.097
H -3.215904 -1.704026 0.266418 -0.040 -0.127 -0.108
N -1.163396 -0.764933 -1.554089 -0.189 -0.087 0.357
C -1.234446 -0.405517 -0.410854 -0.115 1.519 0.891
N -1.425855 0.193423 0.678182 0.043 -1.270 -2.610
C -0.597314 0.388078 1.687607 1.869 0.631 3.416
N 0.027952 0.631556 2.655907 -1.512 -0.652 -2.628

So what do the calculations give for energy above the lowest of the compared OMol25 structures with the same formula, charge and spin? Going down the list: 7.93; 0.00; 33.87 kcal per mole.
So what do the calculations give for electronic energy? Going down the list: -2249.2866; -2269.4581; -2271.9385 a.u..